Entry 1:
C12H48O12 | ωB97M-V/def2-TZVPD

Geometry as ORCA input:
```
! RIJCOSX wB97M-V def2-TZVPD def2/J DEFGRID3
* xyz 0 1
C 1.5750 0.8378 2.7188
O 2.9108 0.4538 2.5783
H 1.5104 1.6322 3.4623
H 1.1131 1.1905 1.7966
H 0.9691 0.0347 3.1383
H 3.2401 0.4133 3.4792
C -1.2126 0.2375 3.4303
O -2.5653 0.4394 3.8895
H -0.7380 1.1848 3.1746
H -0.6978 -0.3789 4.1673
H -1.1975 -0.3082 2.4868
H -3.0948 0.2263 3.1176
C -0.1253 2.4050 0.1828
O -0.3376 1.6460 1.3832
H 0.2388 1.8481 -0.6806
H -0.9559 3.0297 -0.1460
H 0.5746 3.2000 0.4403
H -0.2262 2.1871 2.1683
C 2.6387 1.5941 0.0551
O 3.1879 0.4647 0.7055
H 2.9714 2.5154 0.5333
H 2.9190 1.6924 -0.9937
H 1.5514 1.5266 0.0896
H 2.8232 0.4283 1.5928
C -2.8247 0.0059 1.1603
O -3.6879 -0.1383 2.2936
H -2.1846 0.8757 1.3083
H -2.1819 -0.8585 0.9942
H -3.4233 0.2108 0.2727
H -4.5092 -0.5459 2.0090
C -0.2332 -2.6169 2.1273
O -1.0621 -2.3372 1.0033
H -0.4761 -2.0748 3.0412
H -0.1184 -3.6868 2.3013
H 0.7769 -2.3269 1.8381
H -0.8539 -1.4556 0.6855
C -3.0069 1.5371 -2.4737
O -1.6411 1.7655 -2.1369
H -3.0768 1.1485 -3.4897
H -3.4919 0.8314 -1.7993
H -3.6751 2.3983 -2.4747
H -1.1072 1.0100 -2.3934
C 0.1864 -0.3887 -0.4521
O -0.4065 -0.4253 0.8667
H -0.1147 0.4443 -1.0874
H 1.2717 -0.4130 -0.3541
H -0.0454 -1.2866 -1.0249
H -0.4097 0.4888 1.1600
C -0.7554 -2.7576 -2.8506
O 0.2512 -3.5368 -2.2859
H -1.6823 -3.3118 -2.9988
H -1.0129 -1.9243 -2.1968
H -0.4327 -2.2868 -3.7792
H 0.0471 -3.7513 -1.3727
C 2.6130 -1.5082 1.6055
O 2.7169 -2.7934 1.0663
H 1.8314 -1.0222 1.0217
H 2.2045 -1.4813 2.6157
H 3.5592 -0.9671 1.6082
H 2.8740 -2.7911 0.1192
C -0.6114 0.1372 -4.2378
O -0.6208 0.2864 -2.8359
H -1.0310 -0.8227 -4.5389
H -1.2581 0.8890 -4.6902
H 0.3851 0.2583 -4.6625
H 0.2378 0.1353 -2.4337
C 1.5506 1.4134 -2.5981
O 1.3676 0.0515 -2.2905
H 2.6057 1.6777 -2.5277
H 1.2125 1.7239 -3.5867
H 0.9264 2.0570 -1.9782
H 2.2449 -0.3372 -2.3181
*
```

Output
orbital gap: 8.66 eV
LUMO energy: 0.005 Ha
HOMO: -8.524 eV
max |F|: 0.301 hartree/bohr

Entry 2:
C15H26N3O2S | ωB97M-V/def2-TZVPD

Geometry as ORCA input:
```
! RIJCOSX wB97M-V def2-TZVPD def2/J DEFGRID3
* xyz 1 1
C -3.5241 -2.9350 0.1457
C -4.2769 -1.6964 -0.3112
O -3.3528 -0.7907 -0.8972
C -3.9356 0.2881 -1.5911
C -4.3889 1.4486 -0.6938
C -3.2086 2.1573 -0.0216
N -2.5570 1.2956 0.9409
C -1.4844 0.5516 0.7244
S -1.0462 -0.6267 1.8280
N -0.7219 0.8454 -0.4139
C -0.2229 -0.2922 -1.1705
C 1.2539 -0.5941 -0.8595
N 1.5281 -0.1426 0.5154
C 2.7769 -0.7040 1.0956
C 3.9949 -0.3351 0.3236
C 4.9376 0.6353 0.5142
C 5.8693 0.4943 -0.5420
C 5.4238 -0.5465 -1.2964
O 4.2913 -1.0532 -0.7869
C 1.4833 1.3324 0.5864
C 0.2930 1.8637 -0.2498
H -4.2212 -3.6474 0.5757
H -3.0211 -3.3979 -0.6990
H -2.7828 -2.6754 0.8966
H -5.0400 -1.9694 -1.0528
H -4.7847 -1.2281 0.5443
H -3.1618 0.6425 -2.2785
H -4.7918 -0.0647 -2.1813
H -5.0826 1.0828 0.0649
H -4.9185 2.1723 -1.3125
H -3.5600 3.0478 0.5053
H -2.4778 2.4470 -0.7766
H -3.1101 1.0420 1.7514
H -0.3329 -0.0573 -2.2331
H -0.8661 -1.1452 -0.9525
H 1.4498 -1.6635 -0.9349
H 1.9233 -0.0729 -1.5472
H 0.6556 -0.5015 1.1167
H 2.8662 -0.3371 2.1193
H 2.6682 -1.7911 1.1142
H 4.9768 1.3475 1.3130
H 6.7462 1.0837 -0.7072
H 5.8111 -1.0048 -2.1841
H 1.3717 1.6129 1.6356
H 2.4261 1.7389 0.2127
H 0.6251 2.1548 -1.2490
H -0.1357 2.7406 0.2365
*
```

Output
structure (SMILES): CCOCCCNC(=S)N1CC[NH+](Cc2ccco2)CC1
orbital gap: 9.43 eV
LUMO energy: -0.089 Ha
HOMO: -11.847 eV
max |F|: 0.018 hartree/bohr

Entry 3:
C4H5NOS | ωB97M-V/def2-TZVPD

Geometry as ORCA input:
```
! RIJCOSX wB97M-V def2-TZVPD def2/J DEFGRID3
* xyz 0 1
N -2.8368 -0.7322 0.0109
C -1.7539 -0.3512 -0.0204
C -0.3942 0.2094 0.0217
O -0.4635 1.6217 -0.0258
C 0.5671 -0.2689 1.1534
S 1.9943 -0.3230 -0.0169
C 0.5510 -0.3394 -1.1052
H 0.4103 1.9705 -0.1306
H 0.4132 -1.3076 1.5718
H 0.6350 0.5132 1.8894
H 0.2427 -1.3490 -1.3970
H 0.6348 0.3564 -1.9512
*
```

Output
structure (SMILES): N#CC1(O)CSC1
orbital gap: 10.02 eV
LUMO energy: 0.018 Ha
HOMO: -9.527 eV
max |F|: 0.033 hartree/bohr

Entry 4:
ClH6NSi2 | ωB97M-V/def2-TZVPD

Geometry as ORCA input:
```
! RIJCOSX wB97M-V def2-TZVPD def2/J DEFGRID3
* xyz 0 1
N -0.2861 0.3108 1.9997
Si -1.0840 -0.3275 0.6350
Si 1.8402 0.4272 -2.0214
Cl 1.5990 1.3908 -3.8759
H 0.0657 -0.2329 2.7747
H 0.2914 1.0515 1.9882
H -0.3264 -0.0047 -0.6707
H -0.8829 -1.8188 0.9778
H -2.5303 0.0333 0.7695
H 1.3132 -0.8296 -2.5768
*
```

Output
orbital gap: 8.18 eV
LUMO energy: -0.032 Ha
HOMO: -9.057 eV
max |F|: 0.079 hartree/bohr

Entry 5:
C4H6N2O | ωB97M-V/def2-TZVPD

Geometry as ORCA input:
```
! RIJCOSX wB97M-V def2-TZVPD def2/J DEFGRID3
* xyz 0 1
H -1.3183 -0.9437 1.9020
N -1.5623 -0.9740 0.9096
C -0.5374 -0.5663 0.2924
C 0.7825 -0.1060 0.8500
C 1.1940 0.8746 -0.2391
O 0.6728 0.3334 -1.4596
C -0.4555 -0.3830 -1.2014
N -1.2116 -0.7749 -2.1304
H -1.9904 -1.3019 -1.7347
H 1.4671 -0.9607 0.9158
H 0.7021 0.3502 1.8412
H 2.2699 0.9995 -0.3504
H 0.7292 1.8513 -0.0554
*
```

Output
structure (SMILES): [H]/N=C1\CCO\C1=N\[H]
orbital gap: 10.53 eV
LUMO energy: 0.014 Ha
HOMO: -10.133 eV
max |F|: 0.010 hartree/bohr

Entry 6:
C6H40O14 | ωB97M-V/def2-TZVPD

Geometry as ORCA input:
```
! RIJCOSX wB97M-V def2-TZVPD def2/J DEFGRID3
* xyz 1 2
C -0.1110 -1.9736 3.6714
C -0.3658 -0.5121 3.3830
C -1.5213 -0.1134 2.4964
C -1.5241 -0.7408 1.0808
C -3.6874 -1.2305 -0.0214
C -2.6684 -0.3575 0.2817
H 0.5686 -2.1388 4.5280
H 0.4751 -2.3815 2.8389
H -0.9862 -2.5183 4.0174
H -0.3121 0.0004 4.3679
H 0.5843 -0.0712 3.0559
H -1.7058 0.9537 2.2361
H -2.3697 -0.3053 3.1421
H -1.4937 -1.8132 1.3656
H -0.5989 -0.5255 0.5544
H -3.6125 -2.2056 0.4472
H -4.5012 -1.0872 -0.7134
H -2.8848 0.7165 0.1999
H 0.9110 3.0997 2.1474
H 0.7304 1.5867 2.1816
O 0.2115 2.3954 2.0728
H 2.9609 3.4157 0.7999
H 2.5721 2.0102 1.0966
O 2.6178 2.9011 1.5491
H 1.5688 -0.0303 -2.5648
H 0.6698 0.9027 -1.6650
O 1.3068 0.1782 -1.6352
H 2.4186 -0.6820 -4.7639
H 1.4005 -1.6082 -4.0758
O 1.6791 -0.6648 -4.1462
H -0.1937 2.1782 0.5774
H -1.4886 2.2379 -0.0153
O -0.5936 2.1710 -0.3714
H 0.3069 3.4301 -1.1341
H 0.5633 4.0330 -2.4756
O 0.9457 4.0239 -1.5888
H 0.2881 0.8426 -5.4152
H -0.7803 1.4369 -4.5357
O -0.1024 1.6888 -5.1687
H -1.6416 -4.7492 -1.9534
H -0.7058 -5.8489 -1.7468
O -1.1594 -5.4025 -2.4749
H 0.2641 -3.7935 -3.9849
H 0.8414 -3.1161 -2.7181
O 0.9791 -3.2318 -3.6624
H 3.8958 1.9633 -1.3835
H 2.5397 2.8358 -1.3290
O 3.5031 2.8365 -1.3401
H -3.0993 -3.9554 1.5547
H -2.7567 -3.7827 2.8049
O -3.6190 -3.6864 2.3443
H -0.0113 -3.6424 1.3330
H -0.2917 -3.0381 0.0920
O -0.4830 -3.8892 0.5181
H 0.1868 3.8967 4.5175
H 0.1191 4.7337 3.3083
O -0.2082 4.7256 4.2148
H 2.0746 0.4893 -0.0477
H 3.3654 0.0365 0.8044
O 2.4697 0.3829 0.8411
*
```

Output
orbital gap (spin up / spin down): 8.05 / 4.21 eV
LUMO energy (spin up / spin down): -0.192 / -0.333 Ha
HOMO (spin up / spin down): -13.282 / -13.282 eV
max |F|: 0.057 hartree/bohr

Entry 7:
C48H58N4O26S2 | ωB97M-V/def2-TZVPD

Geometry as ORCA input:
```
! RIJCOSX wB97M-V def2-TZVPD def2/J DEFGRID3
* xyz 0 1
O -2.5888 -9.3184 0.1158
N -1.6568 -9.0562 0.8507
O -0.8735 -9.8694 1.2848
C -1.5017 -7.6707 1.2582
C -2.0247 -6.6884 0.3960
C -1.8084 -5.3492 0.6413
C -1.0304 -4.9434 1.7208
C -0.5710 -5.9043 2.5943
C -0.7645 -7.2724 2.3481
H -2.6602 -7.0177 -0.4132
H -2.3559 -4.6021 0.0809
H -0.8084 -3.9033 1.9249
H 0.0379 -5.6872 3.4599
H -0.3953 -7.9505 3.1055
O 1.5959 -1.0867 -4.0454
N 0.9380 -2.1251 -4.0918
O 0.2357 -2.4174 -5.0595
C 0.9766 -3.0871 -2.9838
C 0.5134 -4.3807 -3.2163
C 0.5785 -5.2954 -2.1711
C 1.0524 -4.9145 -0.9247
C 1.6163 -3.6416 -0.7557
C 1.5072 -2.7117 -1.7647
H 0.1829 -4.6658 -4.2041
H 0.1528 -6.2862 -2.2615
H 1.0063 -5.6074 -0.0966
H 2.0850 -3.3679 0.1783
H 1.9137 -1.7141 -1.6494
O 7.2325 0.7167 7.0738
N 7.5574 0.9926 5.9359
O 8.6718 1.3720 5.6411
C 6.5782 0.8367 4.8524
C 5.3002 0.4514 5.2007
C 4.3346 0.4233 4.1799
C 4.6959 0.7118 2.8735
C 6.0056 1.0717 2.5550
C 6.9603 1.0781 3.5384
H 4.9158 0.1673 6.1684
H 3.3169 0.1604 4.4316
H 3.8788 0.6117 2.1699
H 6.2690 1.2357 1.5193
H 7.9885 1.3490 3.3444
O -0.4262 2.0427 -2.9160
N -0.5801 2.7723 -3.8735
O -0.3120 3.9539 -3.9147
C -1.1207 2.1481 -5.0852
C -1.8119 2.9005 -6.0063
C -2.1967 2.2991 -7.2064
C -1.8594 0.9776 -7.4497
C -1.1670 0.2129 -6.4879
C -0.8755 0.7955 -5.2848
H -1.9748 3.9520 -5.8141
H -2.6801 2.9515 -7.9198
H -2.1013 0.5847 -8.4292
H -0.8860 -0.8079 -6.7043
H -0.3671 0.1581 -4.5718
O -0.8529 -3.7205 6.9206
S -1.1407 -3.0349 5.6961
O -2.4669 -3.0552 5.1587
O -0.6781 -1.4779 5.7368
C 0.3037 -1.1627 4.7395
C 0.9815 -2.4688 4.4027
O -0.0634 -3.4134 4.5354
H -0.1937 -0.8257 3.8281
H 0.9533 -0.3974 5.1527
H 1.8364 -2.6754 5.0536
H 1.3162 -2.5053 3.3667
O -3.3244 3.0749 2.4365
S -2.6725 2.0649 3.2124
O -1.3738 2.2993 3.7644
O -3.7053 1.4882 4.3174
C -3.6208 0.0529 4.3876
C -3.3391 -0.3737 2.9673
O -2.7044 0.7165 2.3280
H -2.7209 -0.2238 4.9368
H -4.5309 -0.3905 4.7734
H -4.1567 -0.7640 2.3596
H -2.6142 -1.1939 2.9694
O 0.0736 -1.5648 1.2436
C 0.1120 -0.3786 1.0481
C -0.2432 0.4004 -0.2297
C -0.1780 1.8372 0.3171
C 1.0161 1.6805 1.2504
O 0.7632 0.4316 1.8951
H 0.5870 0.1864 -0.9028
H -1.1732 0.0348 -0.6563
H -0.1773 2.5464 -0.5101
H -1.0542 2.0913 0.9081
H 1.9718 1.5177 0.7407
H 1.1468 2.5024 1.9526
O -3.4094 0.8024 -2.9602
C -3.3462 -0.3751 -3.1753
C -3.9716 -1.1179 -4.3519
C -3.5092 -2.5566 -4.2047
C -2.7192 -2.5429 -2.8835
O -2.6402 -1.1982 -2.3930
H -5.0589 -1.1262 -4.3574
H -3.5567 -0.5703 -5.1981
H -4.3217 -3.2595 -4.0516
H -2.8446 -2.8610 -5.0123
H -3.2640 -3.1871 -2.1899
H -1.6911 -2.8947 -2.9446
O 4.2611 -0.7052 -0.1281
C 4.0497 0.1512 -0.9341
C 5.0114 1.0820 -1.6567
C 4.2300 1.3036 -2.9394
C 2.7487 1.2814 -2.4783
O 2.8160 0.2662 -1.4625
H 5.0700 1.9346 -0.9730
H 5.9905 0.6427 -1.8144
H 4.4826 2.2300 -3.4598
H 4.4034 0.5241 -3.6809
H 2.4612 2.2516 -2.0769
H 2.1826 0.9832 -3.3543
O 3.1967 6.8671 1.7655
C 2.0801 6.4420 1.8638
C 1.0502 6.2454 0.7708
C -0.1147 5.5699 1.4561
C 0.1974 5.7325 2.9704
O 1.5198 6.3021 3.0770
H 0.7824 7.2250 0.3900
H 1.5181 5.4913 0.1351
H -1.0629 6.0618 1.2501
H -0.2734 4.5050 1.2873
H -0.5791 6.3066 3.4754
H 0.2642 4.7994 3.5316
O -4.4813 6.1780 -3.3383
C -3.9710 5.5443 -2.4642
C -3.9448 3.9969 -2.3914
C -3.9332 3.7971 -0.8947
C -3.1240 4.9962 -0.4358
O -3.4585 6.0599 -1.3252
H -4.7913 3.6033 -2.9456
H -3.0429 3.5845 -2.8531
H -4.9744 3.9193 -0.5838
H -3.4730 2.9012 -0.4837
H -3.4543 5.2548 0.5699
H -2.0812 4.6747 -0.3891
*
```

Output
structure (SMILES): O=[N+]([O-])c1ccccc1.O=[N+]([O-])c1ccccc1.O=[N+]([O-])c1ccccc1.O=[N+]([O-])c1ccccc1.O=S1(=O)OCCO1.O=S1(=O)OCCO1.O=C1CCCO1.O=C1CCCO1.O=C1CCCO1.O=C1CCCO1.O=C1CCCO1
orbital gap: 8.74 eV
LUMO energy: -0.048 Ha
HOMO: -10.051 eV
max |F|: 0.047 hartree/bohr

Entry 8:
C2H4ClN3 | ωB97M-V/def2-TZVPD

Geometry as ORCA input:
```
! RIJCOSX wB97M-V def2-TZVPD def2/J DEFGRID3
* xyz 0 1
C 0.9945 -1.5219 -0.2132
C -0.8180 0.1197 -0.0203
N 0.1754 -0.5500 -0.1916
N -3.0401 -1.0878 0.3722
N -1.1823 1.3684 0.0664
Cl -4.0655 0.0671 -0.0164
H 1.3886 -1.9327 0.7026
H 1.3292 -1.9071 -1.1609
H -0.5331 2.1444 0.0946
H -2.1707 1.5618 0.1584
*
```

Output
orbital gap (spin up / spin down): 7.07 / 6.99 eV
LUMO energy (spin up / spin down): -0.010 / -0.023 Ha
HOMO (spin up / spin down): -7.337 / -7.599 eV
max |F|: 0.028 hartree/bohr

What did the eighth record say?
C2H4ClN3 | ωB97M-V/def2-TZVPD

Geometry as ORCA input:
```
! RIJCOSX wB97M-V def2-TZVPD def2/J DEFGRID3
* xyz 0 1
C 0.9945 -1.5219 -0.2132
C -0.8180 0.1197 -0.0203
N 0.1754 -0.5500 -0.1916
N -3.0401 -1.0878 0.3722
N -1.1823 1.3684 0.0664
Cl -4.0655 0.0671 -0.0164
H 1.3886 -1.9327 0.7026
H 1.3292 -1.9071 -1.1609
H -0.5331 2.1444 0.0946
H -2.1707 1.5618 0.1584
*
```

Output
orbital gap (spin up / spin down): 7.07 / 6.99 eV
LUMO energy (spin up / spin down): -0.010 / -0.023 Ha
HOMO (spin up / spin down): -7.337 / -7.599 eV
max |F|: 0.028 hartree/bohr